i.
Below is a cluster of 7 separate species, C6H27NO7 in total, with properties calculated with the ωB97M-V functional and the def2-TZVPD basis.

LUMO	-0.34	eV
spin multiplicity	1
Kohn-Sham gap	6.95	eV

Element x y z (Å)
O 37.245 5.018 -15.231
H 37.346 4.097 -15.537
H 37.892 5.652 -15.739
H 36.297 5.269 -15.396
C 41.249 5.759 -17.694
C 39.951 5.269 -17.055
O 39.052 6.214 -16.636
H 41.078 6.124 -18.713
H 41.866 4.870 -17.859
H 41.713 6.600 -17.178
H 40.109 4.507 -16.262
H 39.560 4.592 -17.857
C 38.870 8.940 -13.308
C 37.838 7.966 -12.708
C 38.281 6.766 -11.891
O 38.842 7.176 -10.655
C 38.122 6.695 -9.547
N 36.816 8.770 -12.011
H 38.365 9.427 -14.144
H 39.668 8.367 -13.786
H 39.156 9.642 -12.529
H 37.381 7.495 -13.591
H 39.059 6.238 -12.450
H 37.419 6.099 -11.824
H 37.088 7.061 -9.501
H 38.618 6.911 -8.604
H 38.002 5.605 -9.635
H 36.477 9.450 -12.686
H 37.270 9.360 -11.319
O 37.746 8.644 -17.400
H 38.037 7.784 -17.042
H 38.425 8.864 -18.041
O 37.421 2.390 -14.398
H 37.349 1.772 -13.665
H 37.666 1.843 -15.151
O 35.059 6.384 -15.335
H 34.250 6.401 -15.855
H 35.186 7.293 -15.040
O 36.124 3.127 -16.948
H 35.318 3.357 -17.419
H 36.255 2.193 -17.137

These are the natural (NBO) partial charges, in e, on atoms 1 to 8:
1 O -0.8340
2 H 0.5516
3 H 0.5450
4 H 0.5412
5 C -0.6290
6 C -0.0220
7 O -0.9748
8 H 0.1912


ii.
Below is a cluster of 7 separate species, C6H27NO7 in total, with properties calculated with the ωB97M-V functional and the def2-TZVPD basis.

LUMO	0.11	eV
spin multiplicity	1
SMILES	CCCN(C)CCO.O.O.O.O.O.O
Kohn-Sham gap	9.51	eV

Element x y z (Å)
C 1.051 -2.701 0.847
C -0.127 -1.987 0.184
C 0.252 -0.548 -0.136
N -0.803 0.360 -0.613
C -1.814 0.645 0.393
C -1.362 0.029 -1.926
C -2.519 -0.981 -1.971
O -3.802 -0.353 -1.994
H 1.303 -2.251 1.812
H 0.836 -3.754 1.047
H 1.945 -2.658 0.220
H -0.977 -2.042 0.867
H -0.401 -2.532 -0.723
H 1.025 -0.562 -0.903
H 0.699 -0.077 0.739
H -2.483 1.426 0.029
H -1.338 1.031 1.296
H -2.402 -0.231 0.685
H -0.550 -0.327 -2.556
H -1.730 0.949 -2.383
H -2.470 -1.536 -2.904
H -2.455 -1.683 -1.142
H -3.976 0.029 -1.129
O 1.776 1.363 2.833
H 2.309 1.301 2.023
H 1.223 2.154 2.665
O 0.672 2.645 -0.766
H 0.091 1.833 -0.786
H 0.554 3.100 -1.606
O 2.968 1.363 0.281
H 3.017 0.535 -0.211
H 2.213 1.839 -0.122
O 0.137 -0.674 3.747
H 0.741 0.064 3.518
H -0.437 -0.750 2.975
O 0.384 3.617 1.849
H 0.960 4.384 1.906
H 0.381 3.325 0.919
O 1.498 -1.781 -2.960
H 2.256 -1.949 -3.530
H 1.359 -2.611 -2.475

These are the natural (NBO) partial charges, in e, on atoms 1 to 8:
1 C -0.6144
2 C -0.4274
3 C -0.2409
4 N -0.4811
5 C -0.4345
6 C -0.2638
7 C -0.0936
8 O -0.7182


Relative energy table, unit eV: i 3.293; ii 0.000


i.
Below is a cluster of 2 separate species, C3HO3 in total, with properties calculated with the ωB97M-V functional and the def2-TZVPD basis.

LUMO	4.08	eV
spin multiplicity	1
charge	-1
Kohn-Sham gap	7.54	eV

Element x y z (Å)
C -0.111 -0.360 0.115
C 1.012 -0.662 -0.239
C 3.684 0.219 0.044
O 3.242 1.270 -0.226
O 4.533 -0.495 0.422
O 2.169 -1.096 -0.395
H -1.088 0.021 0.025

Let us look at the natural (NBO) charges, expressed in e, one per atom:
1 C -0.7062
2 C 0.4107
3 C 1.0527
4 O -0.5985
5 O -0.6074
6 O -0.7495
7 H 0.1982


ii.
Below is the ion C3HO3 with charge -1, with properties calculated with the ωB97M-V functional and the def2-TZVPD basis.

LUMO (spin up / spin down)	4.02 / 4.02	eV
spin multiplicity	1
charge	-1
SMILES	O=CC1=C([O-])O1
Kohn-Sham gap (spin up / spin down)	7.41 / 7.41	eV

Element x y z (Å)
O 0.680 -1.978 -0.309
C -0.034 -0.545 -0.120
C -1.348 -0.406 0.004
C -2.650 -0.006 -0.114
O -3.528 0.792 -0.286
O -2.527 -1.346 0.040
H 0.638 0.291 -0.185

Let us look at the natural (NBO) charges, expressed in e, one per atom:
1 O -0.8641
2 C 0.1037
3 C -0.0394
4 C 0.7404
5 O -0.6135
6 O -0.4945
7 H 0.1674


Relative energy table, unit eV: i 0.000; ii 2.914


i.
Below is an isolated molecule of CHF3N2O, with properties calculated with the ωB97M-V functional and the def2-TZVPD basis.

LUMO	0.30	eV
spin multiplicity	1
SMILES	O=CN(F)N(F)F
Kohn-Sham gap	11.26	eV

Element x y z (Å)
O -1.994 0.163 -0.157
C -1.077 0.851 0.088
N 0.275 0.448 -0.201
F 1.332 0.818 0.596
N 0.445 -1.121 -0.607
F 0.462 -1.624 0.662
F 1.719 -1.258 -1.014
H -1.162 1.723 0.633

Let us look at the natural (NBO) charges, expressed in e, one per atom:
1 O -0.4893
2 C 0.4961
3 N -0.0190
4 F -0.1953
5 N 0.4633
6 F -0.2175
7 F -0.1835
8 H 0.1452


ii.
Below is a cluster of 2 separate species, CHF3N2O in total, with properties calculated with the ωB97M-V functional and the def2-TZVPD basis.

LUMO	-0.14	eV
spin multiplicity	1
SMILES	F/N=N\F.O=CF
Kohn-Sham gap	11.79	eV

Element x y z (Å)
F -2.553 -0.473 -1.247
N -1.730 0.163 -0.367
N -1.754 -0.033 0.784
F -2.531 -1.150 1.332
O 1.530 0.941 -0.954
C 2.183 0.396 -0.150
F 1.612 -0.206 0.911
H 3.244 0.362 -0.309

Let us look at the natural (NBO) charges, expressed in e, one per atom:
1 F -0.1906
2 N 0.2267
3 N 0.2268
4 F -0.2622
5 O -0.5104
6 C 0.7154
7 F -0.3336
8 H 0.1279


Relative energy table, unit eV: i 2.501; ii 0.000


i.
Below is a structure of composition C4H2N2O, with properties calculated with the ωB97M-V functional and the def2-TZVPD basis.

LUMO	-0.61	eV
spin multiplicity	1
Kohn-Sham gap	9.66	eV

Element x y z (Å)
N -1.435 0.585 -0.233
C -0.802 -0.562 0.088
O -1.300 -1.668 0.161
C 0.636 -0.523 0.368
C 1.802 -1.029 0.206
C 2.578 0.249 -0.420
N 1.941 0.925 0.370
H -0.981 1.484 -0.193
H -2.438 0.539 -0.348

These are the natural (NBO) partial charges, in e, on atoms 1 to 8:
1 N -0.7938
2 C 0.5842
3 O -0.5371
4 C 0.0131
5 C 0.0376
6 C 0.1565
7 N -0.2955
8 H 0.4153


ii.
Below is an isolated molecule of C4H2N2O, with properties calculated with the ωB97M-V functional and the def2-TZVPD basis.

LUMO	-1.82	eV
spin multiplicity	1
Kohn-Sham gap	9.34	eV

Element x y z (Å)
N -1.316 0.562 0.191
C -0.729 -0.622 -0.094
O -1.318 -1.665 -0.272
C 0.788 -0.578 -0.196
C 1.569 -1.575 -0.573
C 1.676 0.520 0.078
N 2.448 1.360 0.283
H -0.796 1.415 0.320
H -2.323 0.582 0.263

These are the natural (NBO) partial charges, in e, on atoms 1 to 8:
1 N -0.8014
2 C 0.6816
3 O -0.5646
4 C -0.6058
5 C 0.4629
6 C 0.2431
7 N -0.2462
8 H 0.4107


Relative energy table, unit eV: i 2.303; ii 0.000